No. 1
Entry from OMol25: a structure of composition C5H10O2 (the ωB97M-V functional and the def2-TZVPD basis).

Geometry as XYZ:
```
17
Properties=species:S:1:pos:R:3:lowdin_charge:R:1
C 1.380 1.297 0.119 -0.005
C 1.081 -0.160 -0.179 -0.648
O 2.223 -0.913 -0.041 0.035
O 0.345 -0.423 -1.284 -0.063
H 2.337 -1.414 -0.860 0.114
H 2.010 1.671 -0.691 0.090
H 1.903 1.397 1.069 0.089
H 0.463 1.878 0.140 0.073
C -2.087 0.207 -0.395 -0.046
C -0.996 -0.789 -0.167 -0.196
C -0.144 -0.718 1.007 -0.034
H -1.206 -1.775 -0.572 0.135
H -2.339 0.274 -1.452 0.087
H -1.813 1.195 -0.029 0.078
H -2.970 -0.129 0.157 0.094
H 0.176 -1.655 1.446 0.099
H -0.362 0.056 1.734 0.098
```

Summary:
Energy relative to the best compared isomer or geometry (same formula, charge and spin) ... 68.1 kcal per mole
Kohn-Sham gap ... 9.57 eV
Spin multiplicity ... 1

***

No. 2
Entry from OMol25: a cluster of 8 separate species, C38H65NO22P in total (the ωB97M-V functional and the def2-TZVPD basis).

Geometry as XYZ:
```
127
Properties=species:S:1:pos:R:3:lowdin_charge:R:1
C 1.093 -4.561 -4.531 0.061
C 1.198 -3.359 -4.012 -0.182
N 0.201 -2.749 -3.099 -0.299
C -0.824 -2.050 -3.993 -0.140
C -2.186 -1.706 -3.414 -0.196
C -2.229 -0.547 -2.405 -0.242
C -1.676 0.762 -2.990 -0.089
C 0.931 -1.724 -2.268 -0.162
C 2.276 -2.182 -1.680 -0.178
C 2.422 -1.717 -0.220 -0.193
C 2.476 -0.187 -0.056 -0.189
C 3.862 0.365 0.332 -0.214
C 3.738 1.542 1.306 -0.198
C 3.463 1.006 2.728 -0.210
C 2.431 1.832 3.508 -0.218
C 2.559 1.686 5.037 -0.256
C 2.264 2.984 5.799 -0.109
P -0.617 -4.176 -2.146 1.017
C -1.338 -3.377 -0.686 -0.215
O 0.597 -4.998 -1.459 -0.248
H 0.168 -5.128 -4.537 0.054
H 1.961 -5.024 -4.979 0.091
H 1.995 -2.684 -4.292 0.135
H -0.356 -1.146 -4.383 0.129
H -0.966 -2.720 -4.839 0.130
H -2.761 -1.359 -4.278 0.133
H -2.718 -2.590 -3.055 0.091
H -1.770 -0.803 -1.450 0.075
H -3.290 -0.398 -2.187 0.114
H -2.325 1.596 -2.737 0.067
H -0.682 1.009 -2.610 0.068
H -1.659 0.710 -4.078 0.069
H 0.275 -1.420 -1.457 0.093
H 1.073 -0.834 -2.880 0.128
H 3.097 -1.738 -2.247 0.124
H 2.400 -3.264 -1.712 0.100
H 3.328 -2.181 0.176 0.113
H 1.595 -2.149 0.355 0.100
H 1.796 0.080 0.758 0.107
H 2.122 0.317 -0.958 0.111
H 4.444 -0.415 0.834 0.095
H 4.401 0.627 -0.583 0.110
H 4.677 2.097 1.339 0.103
H 2.917 2.199 1.009 0.111
H 4.392 1.041 3.305 0.099
H 3.140 -0.039 2.695 0.112
H 2.517 2.886 3.233 0.104
H 1.430 1.488 3.223 0.108
H 3.567 1.352 5.294 0.098
H 1.865 0.910 5.370 0.103
H 2.621 3.842 5.225 0.066
H 2.753 2.990 6.772 0.070
H 1.190 3.123 5.937 0.068
H -1.553 -4.230 -0.037 0.045
H -2.287 -2.918 -0.950 0.042
H -0.701 -2.662 -0.165 0.045
H 0.969 -4.561 -0.677 0.073
C -4.642 5.393 -3.966 -0.097
C -5.902 4.611 -4.269 -0.105
O -5.385 3.472 -4.981 0.071
C -4.097 3.307 -4.642 -0.581
O -3.433 2.361 -4.947 0.130
O -3.648 4.350 -3.915 0.057
H -4.682 5.927 -3.022 0.125
H -4.378 6.086 -4.765 0.138
H -6.398 4.262 -3.362 0.135
H -6.614 5.152 -4.883 0.119
C -1.032 -7.534 -3.106 -0.151
C -1.305 -9.024 -3.049 -0.096
O -2.500 -9.132 -3.832 0.062
C -2.568 -8.075 -4.672 -0.576
O -3.354 -7.952 -5.552 0.171
O -1.609 -7.163 -4.363 0.034
H 0.030 -7.297 -3.094 0.121
H -1.537 -6.986 -2.314 0.071
H -0.519 -9.617 -3.518 0.134
H -1.483 -9.395 -2.043 0.135
C -5.644 -7.062 -1.696 -0.084
C -5.963 -6.100 -0.565 -0.089
O -4.709 -6.039 0.142 0.079
C -3.734 -6.380 -0.710 -0.569
O -2.560 -6.282 -0.488 0.107
O -4.231 -6.856 -1.862 0.063
H -6.164 -6.843 -2.623 0.140
H -5.812 -8.104 -1.424 0.140
H -6.206 -5.099 -0.922 0.134
H -6.748 -6.446 0.101 0.137
C -7.559 7.556 -0.925 -0.105
C -9.062 7.541 -1.120 -0.101
O -9.188 7.726 -2.536 0.071
C -8.047 7.318 -3.121 -0.572
O -7.890 7.190 -4.294 0.154
O -7.093 7.071 -2.195 0.046
H -7.201 6.910 -0.128 0.095
H -7.176 8.568 -0.779 0.137
H -9.507 6.581 -0.853 0.135
H -9.581 8.338 -0.595 0.133
C 7.935 -0.023 2.228 -0.108
C 8.044 1.471 2.015 -0.111
O 7.454 1.997 3.209 0.059
C 7.546 1.050 4.173 -0.582
O 7.292 1.228 5.320 0.158
O 7.963 -0.131 3.656 0.059
H 8.754 -0.575 1.777 0.136
H 6.982 -0.423 1.877 0.122
H 9.078 1.809 1.945 0.136
H 7.496 1.811 1.140 0.127
C 10.132 0.430 6.694 -0.115
C 9.754 1.393 7.802 -0.113
O 10.971 1.480 8.550 0.059
C 12.004 1.155 7.736 -0.572
O 13.151 1.290 8.006 0.170
O 11.540 0.654 6.564 0.058
H 9.631 0.634 5.757 0.099
H 9.967 -0.613 6.972 0.138
H 9.501 2.383 7.421 0.133
H 8.948 1.036 8.435 0.133
C -4.040 6.259 3.110 -0.105
C -4.262 4.786 3.405 -0.107
O -5.375 4.475 2.558 0.068
C -5.404 5.366 1.547 -0.565
O -6.109 5.287 0.590 0.147
O -4.528 6.369 1.766 0.066
H -2.999 6.565 3.154 0.134
H -4.636 6.908 3.751 0.135
H -3.414 4.169 3.106 0.132
H -4.512 4.579 4.441 0.134
```

Summary:
Kohn-Sham gap ... 9.70 eV
Spin multiplicity ... 1
Total charge ... +1

***

No. 3
Entry from OMol25: a structure of composition C40H42N4O2PPbS (the ωB97M-V functional and the def2-TZVPD basis).

Geometry as XYZ:
```
91
Properties=species:S:1:pos:R:3:lowdin_charge:R:1
Pb -0.705 0.040 -0.080 1.269
C -2.431 3.497 -1.136 -0.208
C -0.992 3.705 -0.635 -0.199
N -0.674 2.846 0.486 -0.130
C -1.174 3.168 1.800 -0.270
C -2.654 2.854 2.050 -0.419
S -3.266 1.200 1.530 0.838
C -4.547 1.645 0.302 -0.442
C -4.039 1.626 -1.146 -0.280
N -2.685 2.088 -1.221 -0.130
H -3.144 3.948 -0.441 0.097
H -2.550 4.031 -2.103 0.118
H -0.319 3.406 -1.441 0.108
H -0.836 4.779 -0.406 0.114
H 0.325 2.690 0.526 0.081
H -0.593 2.573 2.507 0.092
H -1.040 4.242 2.050 0.118
H -2.826 2.900 3.128 0.068
H -3.300 3.581 1.567 0.049
H -5.325 0.895 0.424 0.061
H -4.953 2.612 0.596 0.061
H -4.041 0.593 -1.496 0.109
H -4.741 2.207 -1.779 0.115
H -2.155 1.652 -1.960 0.048
C -0.902 1.619 -4.704 -0.041
C -1.007 0.666 -3.502 -0.532
O -0.241 0.940 -2.523 -0.226
C -1.901 -0.376 -3.658 -0.075
C -2.134 -1.520 -2.840 -0.360
C -2.756 -2.720 -3.522 -0.053
N -1.847 -1.592 -1.579 -0.106
N -2.100 -2.766 -0.906 0.041
C -1.270 -2.992 0.078 -0.516
O -0.223 -2.313 0.362 -0.217
C -1.613 -4.126 0.972 -0.138
C -2.793 -4.859 0.860 -0.038
C -3.123 -5.792 1.826 -0.107
C -2.287 -6.007 2.912 -0.120
C -1.100 -5.301 3.017 -0.100
C -0.772 -4.367 2.056 -0.028
H -0.149 1.244 -5.399 0.070
H -0.586 2.606 -4.368 0.064
H -1.849 1.703 -5.235 0.062
H -2.421 -0.395 -4.612 0.082
H -2.870 -2.574 -4.595 0.060
H -3.727 -2.915 -3.069 0.071
H -2.132 -3.594 -3.341 0.070
H -3.449 -4.668 0.023 0.100
H -4.050 -6.349 1.756 0.091
H -2.563 -6.717 3.683 0.089
H -0.445 -5.465 3.864 0.095
H 0.129 -3.777 2.135 0.103
C 4.620 -3.677 -0.942 -0.104
C 4.771 -2.564 -1.751 -0.097
C 4.029 -1.419 -1.513 -0.084
C 3.116 -1.383 -0.465 -0.321
C 2.961 -2.510 0.341 -0.083
C 3.714 -3.645 0.107 -0.079
P 1.998 0.013 -0.092 1.041
C 2.664 1.404 -1.064 -0.348
C 2.597 1.328 -2.454 -0.125
C 2.985 2.404 -3.228 -0.079
C 3.420 3.576 -2.628 -0.099
C 3.444 3.674 -1.249 -0.092
C 3.063 2.596 -0.471 -0.098
C 2.519 0.428 1.613 -0.318
C 3.833 0.695 1.914 -0.109
C 4.200 1.055 3.216 -0.090
C 3.261 1.085 4.213 -0.046
C 1.917 0.753 3.951 -0.183
C 0.954 0.693 4.975 -0.068
C -0.334 0.343 4.672 -0.099
C -0.711 0.091 3.345 -0.182
C 0.163 0.145 2.276 -0.240
C 1.516 0.446 2.615 -0.213
H 5.211 -4.564 -1.127 0.095
H 5.470 -2.594 -2.577 0.096
H 4.170 -0.555 -2.147 0.087
H 2.224 -2.482 1.129 0.096
H 3.592 -4.517 0.734 0.101
H 2.195 0.438 -2.914 0.107
H 2.936 2.345 -4.306 0.102
H 3.724 4.415 -3.236 0.094
H 3.754 4.595 -0.775 0.098
H 3.076 2.683 0.605 0.095
H 4.587 0.650 1.138 0.111
H 5.232 1.293 3.437 0.094
H 3.550 1.353 5.224 0.104
H 1.256 0.902 5.994 0.098
H -1.079 0.277 5.457 0.095
H -1.752 -0.142 3.168 0.038
```

Summary:
Energy relative to the best compared isomer or geometry (same formula, charge and spin) ... 20.9 kcal per mole
Kohn-Sham gap ... 5.99 eV
Spin multiplicity ... 1
Total charge ... -1

***

Which value of spin multiplicity does entry 2 give? 1

***

Which value of Kohn-Sham gap does entry 2 give? 9.70 eV